Entry 1:
{"formula": "C38H57BaBrN7O2S", "method": "ωB97M-V/def2-TZVPD", "species": ["Ba", "C", "N", "C", "C", "N", "C", "C", "C", "C", "C", "C", "N", "C", "N", "C", "C", "N", "C", "C", "N", "C", "C", "H", "H", "H", "H", "H", "H", "H", "H", "H", "H", "H", "H", "H", "H", "H", "H", "H", "H", "H", "H", "H", "H", "H", "H", "H", "H", "H", "H", "C", "C", "C", "C", "C", "C", "C", "Br", "C", "O", "C", "C", "C", "C", "C", "C", "H", "H", "H", "H", "H", "H", "H", "H", "H", "H", "H", "H", "H", "H", "H", "H", "H", "H", "H", "H", "C", "O", "H", "H", "H", "H", "S", "C", "N", "C", "C", "C", "C", "C", "C", "H", "H", "H", "H", "H"], "xyz": [[0.270, 0.378, 0.148], [2.016, 2.354, 3.253], [0.693, 1.948, 3.689], [0.676, 0.839, 4.633], [-0.402, 2.308, 2.958], [-0.212, 2.696, 1.720], [-1.076, 3.582, 1.051], [-1.803, 4.565, 1.735], [-2.594, 5.487, 1.072], [-2.684, 5.446, -0.310], [-1.940, 4.509, -1.006], [-1.104, 3.598, -0.357], [-0.315, 2.716, -1.132], [0.459, 3.206, -2.066], [0.991, 4.466, -2.059], [1.010, 5.297, -3.250], [1.257, 5.161, -0.814], [0.811, 2.407, -3.113], [2.072, 2.542, -3.822], [0.032, 1.230, -3.446], [-1.613, 2.179, 3.574], [-1.811, 2.474, 4.983], [-2.823, 1.893, 2.828], [2.458, 1.629, 2.558], [2.667, 2.421, 4.125], [1.965, 3.323, 2.764], [1.378, 0.067, 4.304], [-0.314, 0.395, 4.683], [0.970, 1.164, 5.633], [-1.722, 4.613, 2.814], [-3.138, 6.232, 1.637], [-3.316, 6.142, -0.845], [-1.988, 4.473, -2.088], [0.632, 4.739, -4.103], [2.019, 5.649, -3.475], [0.367, 6.168, -3.099], [1.346, 4.445, 0.001], [0.470, 5.877, -0.561], [2.202, 5.700, -0.916], [1.927, 2.902, -4.843], [2.560, 1.566, -3.875], [2.732, 3.224, -3.292], [-0.977, 1.329, -3.055], [0.482, 0.310, -3.050], [-0.017, 1.124, -4.531], [-0.892, 2.853, 5.422], [-2.136, 1.591, 5.540], [-2.583, 3.241, 5.085], [-2.576, 1.511, 1.841], [-3.450, 2.780, 2.703], [-3.391, 1.128, 3.361], [-4.413, -5.998, 2.164], [-3.174, -6.407, 1.356], [-3.625, -7.348, 0.238], [-2.203, -7.171, 2.266], [-2.482, -5.159, 0.812], [-2.037, -4.178, 1.691], [-1.404, -3.063, 1.196], [-0.824, -1.759, 2.492], [-1.154, -2.813, -0.173], [-0.525, -1.723, -0.538], [-1.625, -3.805, -1.064], [-2.258, -4.934, -0.538], [-1.483, -3.752, -2.597], [-0.614, -4.934, -3.056], [-2.877, -3.868, -3.237], [-0.849, -2.477, -3.164], [-4.919, -6.883, 2.554], [-5.119, -5.449, 1.537], [-4.151, -5.365, 3.013], [-4.120, -8.217, 0.672], [-2.779, -7.710, -0.350], [-4.334, -6.863, -0.436], [-2.686, -8.063, 2.671], [-1.874, -6.558, 3.107], [-1.317, -7.484, 1.709], [-2.182, -4.285, 2.758], [-2.595, -5.681, -1.241], [-1.056, -5.893, -2.782], [0.378, -4.881, -2.602], [-0.497, -4.917, -4.142], [-3.381, -4.795, -2.970], [-2.790, -3.841, -4.326], [-3.512, -3.037, -2.924], [0.175, -2.347, -2.816], [-1.416, -1.589, -2.888], [-0.837, -2.556, -4.254], [4.874, -0.054, 2.299], [3.814, -0.586, 1.509], [5.842, -0.164, 1.804], [4.919, -0.524, 3.284], [4.676, 1.008, 2.427], [3.976, -1.524, 1.375], [4.549, -0.898, -2.698], [3.064, -0.932, -1.828], [2.773, 0.124, -1.146], [3.768, 1.079, -1.268], [3.753, 2.335, -0.658], [4.805, 3.192, -0.896], [5.867, 2.813, -1.730], [5.896, 1.574, -2.334], [4.833, 0.704, -2.095], [2.420, -1.803, -1.869], [2.926, 2.621, -0.017], [4.819, 4.171, -0.434], [6.680, 3.506, -1.900], [6.720, 1.289, -2.974]], "atomic_forces_ev_per_a": [[0.4077, 0.1979, 0.1499], [-0.0104, -0.0031, -0.0336], [0.0263, -0.0629, 0.0264], [-0.0006, -0.0001, 0.0136], [-0.1455, 0.0904, -0.1297], [0.2238, -0.2259, -0.2524], [-0.1400, 0.1959, 0.1193], [-0.0062, -0.0149, -0.0436], [0.0126, -0.0112, 0.0589], [0.0066, -0.0033, -0.0547], [0.0298, -0.0222, 0.0025], [-0.0492, 0.2788, -0.0569], [0.0457, -0.2363, 0.2917], [-0.0573, -0.0011, 0.0018], [0.0332, -0.0068, 0.0303], [0.0165, -0.0184, -0.0191], [-0.0147, -0.0001, -0.0105], [0.0086, 0.0214, -0.0266], [0.0284, -0.0078, -0.0145], [-0.0321, -0.0172, 0.0051], [0.0319, -0.0874, 0.0621], [0.0001, 0.0257, 0.0025], [-0.0056, 0.0129, -0.0177], [-0.0062, 0.0127, 0.0089], [-0.0011, 0.0034, 0.0021], [-0.0017, -0.0009, 0.0029], [0.0018, 0.0082, -0.0066], [-0.0131, 0.0060, -0.0058], [-0.0057, -0.0006, 0.0018], [-0.0036, 0.0052, 0.0051], [-0.0021, -0.0023, -0.0015], [-0.0019, 0.0011, 0.0032], [0.0021, 0.0028, -0.0031], [0.0003, 0.0138, -0.0053], [0.0012, -0.0056, -0.0054], [-0.0021, -0.0046, 0.0077], [-0.0106, 0.0024, 0.0043], [-0.0056, -0.0042, 0.0019], [-0.0041, 0.0046, -0.0004], [-0.0088, -0.0021, 0.0031], [-0.0080, -0.0045, 0.0104], [-0.0083, 0.0074, -0.0018], [0.0016, 0.0023, -0.0042], [0.0082, 0.0014, 0.0022], [0.0052, 0.0003, 0.0007], [0.0015, -0.0041, -0.0010], [0.0007, -0.0046, -0.0068], [-0.0012, 0.0022, -0.0030], [-0.0109, 0.0031, -0.0035], [0.0030, -0.0011, 0.0037], [0.0071, -0.0050, 0.0031], [0.0076, -0.0027, 0.0081], [-0.0139, -0.0191, -0.0021], [0.0171, 0.0224, -0.0066], [-0.0129, 0.0041, 0.0130], [-0.0266, -0.0575, -0.0264], [0.0056, 0.0182, 0.0527], [-0.0780, -0.1704, -0.1143], [0.0237, 0.0570, -0.1325], [-0.0960, -0.1504, 0.0769], [-0.0073, 0.0070, 0.0469], [0.0195, 0.0321, 0.0397], [0.0275, 0.0382, -0.0092], [0.0096, -0.0078, -0.0418], [-0.0198, 0.0073, 0.0134], [0.0081, -0.0002, -0.0055], [0.0035, 0.0084, 0.0274], [0.0012, -0.0020, -0.0010], [-0.0021, 0.0036, 0.0011], [-0.0015, 0.0060, -0.0032], [0.0009, -0.0026, 0.0063], [-0.0036, -0.0023, -0.0033], [-0.0012, -0.0044, -0.0018], [0.0017, -0.0013, -0.0011], [0.0019, -0.0002, -0.0009], [0.0037, 0.0007, 0.0013], [0.0141, 0.0271, 0.0021], [-0.0117, -0.0120, 0.0064], [0.0099, -0.0049, -0.0007], [0.0026, -0.0011, -0.0020], [-0.0057, -0.0033, -0.0026], [-0.0045, -0.0068, 0.0085], [0.0015, 0.0009, 0.0011], [-0.0039, -0.0012, 0.0017], [0.0042, 0.0102, -0.0048], [0.0026, 0.0059, -0.0020], [-0.0022, -0.0126, -0.0004], [0.0325, -0.0214, 0.0034], [-0.0904, 0.1105, 0.0761], [-0.0082, -0.0098, -0.0076], [0.0043, 0.0112, 0.0025], [0.0112, -0.0043, -0.0096], [-0.0125, -0.0483, 0.0242], [0.0675, 0.0633, 0.0235], [0.0440, -0.0458, -0.1015], [-0.2789, -0.0144, -0.0593], [0.0526, 0.0384, -0.0492], [0.0193, 0.0102, -0.0104], [-0.0221, -0.0047, 0.0100], [0.0224, 0.0072, -0.0117], [0.0331, -0.0148, -0.0297], [-0.0704, -0.0057, 0.0728], [-0.0162, 0.0099, -0.0046], [-0.0013, -0.0018, 0.0060], [-0.0128, -0.0033, 0.0052], [0.0030, -0.0042, -0.0028], [0.0001, -0.0005, 0.0009]], "mulliken_charge": [1.601, -0.955, 0.277, -1.266, 0.473, -0.547, -0.112, -0.588, -0.707, -0.966, -0.174, -0.565, 0.429, 0.278, 0.735, -1.259, -1.046, 0.455, -1.246, -1.233, 0.441, -1.310, -1.018, 0.085, 0.460, 0.370, 0.350, 0.417, 0.278, 0.503, 0.431, 0.422, 0.532, 0.394, 0.349, 0.354, 0.123, 0.304, 0.400, 0.364, 0.399, 0.370, 0.343, 0.271, 0.478, 0.375, 0.399, 0.391, 0.273, 0.351, 0.375, -1.639, 1.827, -2.045, -1.623, -0.150, -0.129, 0.031, -0.397, 0.386, -0.552, -0.599, -0.465, 2.396, -1.713, -1.734, -2.231, 0.448, 0.378, 0.311, 0.443, 0.379, 0.395, 0.441, 0.323, 0.371, 0.412, 0.270, 0.339, 0.337, 0.454, 0.322, 0.462, 0.393, 0.107, 0.444, 0.596, -0.718, -0.213, 0.322, 0.304, 0.214, 0.184, -0.255, -0.672, 0.980, -0.967, 0.178, -0.841, -0.677, -0.566, 0.960, 0.323, 0.240, 0.460, 0.432, 0.465], "de_lowest_kj_mol": 0.0, "e_tot_ha": -5013.59585, "homo_lumo_gap_ev": 7.3, "total_charge": 1, "fmax_ha_per_bohr": 0.009}

Entry 2:
{"formula": "C38H57CdGeN4OPS", "method": "ωB97M-V/def2-TZVPD", "species": ["Cd", "N", "C", "S", "N", "N", "C", "C", "C", "C", "C", "C", "C", "O", "H", "H", "H", "H", "H", "H", "H", "C", "C", "C", "P", "C", "C", "C", "C", "C", "C", "C", "C", "C", "C", "N", "C", "C", "C", "C", "C", "C", "C", "C", "C", "H", "H", "H", "H", "H", "H", "H", "H", "H", "H", "H", "H", "H", "H", "H", "H", "H", "H", "H", "H", "H", "H", "H", "H", "H", "H", "H", "H", "H", "H", "H", "C", "C", "C", "C", "Ge", "C", "C", "C", "C", "H", "H", "H", "H", "H", "H", "H", "H", "H", "H", "H", "H", "H", "H", "H", "H", "H", "H", "H"], "xyz": [[0.885, -0.864, -0.263], [-2.499, 1.487, 2.670], [-1.488, 1.120, 1.869], [0.079, 1.336, 2.303], [-1.850, 0.475, 0.622], [-0.464, 0.353, -1.831], [-1.327, -0.439, -2.387], [-1.066, -1.652, -3.092], [-2.078, -2.071, -3.986], [-1.921, -3.163, -4.793], [-0.709, -3.885, -4.715], [0.275, -3.535, -3.831], [0.135, -2.421, -2.949], [1.016, -2.195, -2.057], [-2.264, 1.957, 3.526], [-3.454, 1.464, 2.351], [-2.368, -0.122, -2.398], [-2.993, -1.486, -4.040], [-2.700, -3.460, -5.484], [-0.562, -4.744, -5.362], [1.195, -4.105, -3.756], [-1.694, -4.374, -1.046], [-2.536, -3.755, 0.077], [-3.981, -3.600, -0.390], [-1.660, -2.247, 0.801], [-1.770, -2.793, 2.600], [-3.189, -3.031, 3.107], [-0.998, -1.912, 3.577], [-2.706, -0.711, 0.712], [-4.042, -0.608, 0.787], [-4.884, 0.585, 0.736], [-6.274, 0.408, 1.303], [-4.531, 1.752, 0.150], [-3.315, 2.045, -0.573], [-2.145, 1.385, -0.464], [-1.084, 1.558, -1.345], [-0.836, 2.780, -2.069], [-1.149, 2.941, -3.432], [-1.922, 1.936, -4.249], [-0.791, 4.127, -4.069], [-0.172, 5.172, -3.404], [0.252, 6.420, -4.134], [0.062, 5.020, -2.045], [-0.248, 3.848, -1.370], [0.076, 3.740, 0.091], [-2.052, -5.386, -1.262], [-0.638, -4.436, -0.780], [-1.780, -3.794, -1.958], [-2.509, -4.460, 0.910], [-4.072, -2.807, -1.138], [-4.674, -3.394, 0.428], [-4.300, -4.535, -0.859], [-1.246, -3.753, 2.552], [-3.763, -2.100, 3.101], [-3.147, -3.383, 4.142], [-3.730, -3.781, 2.526], [-1.540, -0.986, 3.783], [-0.010, -1.656, 3.201], [-0.876, -2.439, 4.528], [-4.595, -1.532, 0.909], [-6.242, 0.070, 2.343], [-6.824, -0.349, 0.736], [-6.840, 1.338, 1.266], [-5.302, 2.517, 0.098], [-3.379, 2.795, -1.357], [-1.314, 1.077, -4.530], [-2.274, 2.407, -5.167], [-2.796, 1.574, -3.705], [-1.031, 4.237, -5.123], [-0.393, 6.618, -4.991], [1.274, 6.308, -4.508], [0.234, 7.291, -3.477], [0.523, 5.833, -1.490], [0.602, 4.631, 0.434], [0.705, 2.874, 0.280], [-0.828, 3.624, 0.696], [7.222, -2.704, 2.527], [5.896, -2.378, 1.843], [4.804, -2.000, 2.840], [3.407, -1.837, 2.225], [3.125, -0.450, 0.821], [3.455, 1.325, 1.645], [4.946, 1.629, 1.823], [5.212, 3.029, 2.373], [6.700, 3.307, 2.581], [7.995, -2.964, 1.800], [7.109, -3.548, 3.214], [7.581, -1.848, 3.106], [5.560, -3.240, 1.256], [6.041, -1.557, 1.138], [5.095, -1.075, 3.350], [4.762, -2.775, 3.615], [2.688, -1.607, 3.019], [3.084, -2.789, 1.792], [4.301, -0.575, -0.182], [2.940, 1.375, 2.609], [2.999, 2.091, 1.009], [5.459, 1.522, 0.860], [5.400, 0.895, 2.499], [4.679, 3.146, 3.323], [4.793, 3.767, 1.682], [7.132, 2.596, 3.292], [6.872, 4.315, 2.967], [7.248, 3.209, 1.639]], "atomic_forces_ev_per_a": [[-0.1060, 0.0077, -0.3150], [-0.1135, -0.1106, -0.1489], [0.2322, -0.2095, -0.1310], [-0.1421, -0.2127, 0.0073], [-0.5214, -0.0660, 0.1364], [-0.1437, 0.0689, 0.3448], [0.1208, 0.1264, -0.2533], [0.0332, -0.1246, 0.0887], [-0.0356, 0.0250, 0.0663], [0.0425, -0.1198, -0.0604], [-0.0543, 0.0743, 0.0193], [0.0391, -0.0774, -0.0840], [-0.0726, 0.0176, 0.0588], [-0.0421, 0.0816, 0.0077], [-0.0033, 0.0070, 0.0744], [-0.0252, -0.0036, -0.0531], [-0.1007, 0.0769, -0.1180], [0.0372, -0.0118, 0.0164], [0.0510, 0.0061, 0.0256], [0.0020, 0.0257, 0.0374], [-0.0602, 0.0303, 0.0023], [-0.0188, -0.0216, 0.1445], [0.0564, 0.0646, -0.2395], [0.0474, -0.0418, -0.0368], [-0.0453, 0.0031, 0.0755], [0.0669, 0.2106, -0.0215], [0.0093, -0.0221, 0.0420], [-0.0384, 0.0378, -0.0493], [0.2060, 0.2991, 0.1367], [-0.0377, -0.0845, -0.0426], [-0.0492, 0.0374, 0.0416], [0.0681, -0.0194, 0.0021], [0.0459, 0.0667, 0.0586], [-0.0434, -0.0804, -0.1008], [0.2833, -0.0634, 0.1061], [0.1473, 0.2788, 0.0887], [-0.0904, -0.0814, -0.1610], [-0.1089, 0.0104, 0.1406], [0.0992, -0.0457, 0.1264], [-0.0392, -0.0381, -0.0601], [0.0282, 0.0941, -0.0175], [0.0045, -0.0881, 0.0555], [0.0364, 0.0565, 0.0061], [0.0485, -0.0858, 0.0154], [-0.0334, 0.0866, -0.1417], [-0.0033, 0.0570, 0.0519], [0.0046, 0.0242, -0.0257], [-0.0083, 0.0329, -0.0853], [-0.0819, -0.0091, 0.0689], [-0.0098, -0.0450, 0.0452], [0.0296, -0.0472, -0.0593], [0.0043, 0.0535, 0.0049], [0.0094, -0.0722, -0.0701], [0.0263, -0.0330, 0.0117], [-0.0311, 0.0131, -0.0642], [0.0031, 0.0693, 0.0203], [0.0436, 0.0309, -0.0349], [0.0654, 0.0477, -0.0138], [-0.0277, 0.0251, -0.0424], [0.0318, 0.0926, -0.0006], [-0.0057, 0.0106, -0.0420], [0.0179, 0.0129, 0.0337], [0.0266, -0.0291, -0.0112], [0.0663, -0.0139, 0.0480], [-0.0435, -0.1131, 0.0050], [0.0049, -0.0719, 0.0274], [0.0035, -0.0226, 0.0308], [0.0051, -0.0382, 0.0017], [0.0275, -0.0101, 0.0740], [0.0117, -0.0046, 0.0303], [-0.0453, 0.0259, 0.0097], [-0.0063, -0.0335, -0.0291], [-0.0246, -0.0601, -0.0228], [-0.0380, -0.0073, -0.0137], [-0.0119, -0.0198, 0.0093], [0.0809, 0.0079, -0.0331], [-0.0622, 0.0221, -0.0223], [-0.0050, -0.0053, 0.1068], [-0.0770, 0.0251, -0.0598], [0.0836, 0.0397, 0.0097], [0.2579, -0.0302, 0.3543], [0.0660, -0.0188, -0.0450], [-0.1195, 0.0734, 0.0212], [0.1191, -0.0255, 0.0050], [-0.0748, -0.0147, -0.0169], [-0.0379, 0.0190, 0.0474], [0.0218, 0.0509, -0.0250], [-0.0125, -0.0600, -0.0260], [0.0194, 0.0329, -0.0170], [-0.0085, -0.0181, -0.0615], [-0.0107, -0.0456, 0.0310], [0.0096, 0.0202, 0.0201], [-0.0139, -0.0075, -0.0279], [0.0240, -0.0269, 0.0039], [-0.0701, -0.0561, -0.1037], [0.0343, -0.0097, -0.0194], [-0.0018, -0.0087, 0.0305], [0.0102, -0.0276, 0.0399], [0.0069, 0.0087, -0.0664], [-0.0085, 0.0244, -0.0291], [-0.0232, -0.0058, 0.0393], [-0.0110, 0.0460, -0.0477], [-0.0001, -0.0659, -0.0247], [-0.0212, 0.0064, 0.0679]], "mulliken_charge": [1.366, 0.006, -0.466, -0.242, 1.166, -1.897, -0.123, 0.038, -0.654, -0.892, -0.375, -0.513, 1.234, -0.886, 0.255, 0.275, 0.420, 0.410, 0.422, 0.364, 0.412, -1.706, 0.390, -1.704, 0.045, 0.376, -1.402, -1.494, -0.399, 1.180, -0.266, -1.780, -1.470, -0.557, -0.901, 2.205, -1.101, 1.472, -1.297, -1.040, 0.527, -1.605, -1.049, 1.037, -0.900, 0.532, 0.390, 0.314, 0.673, 0.255, 0.341, 0.511, 0.556, 0.242, 0.460, 0.274, 0.277, 0.089, 0.563, 0.310, 0.302, 0.358, 0.446, 0.326, 0.546, 0.264, 0.429, 0.254, 0.368, 0.382, 0.289, 0.381, 0.400, 0.400, -0.048, 0.109, -1.342, -0.146, -0.637, -0.932, 0.366, -0.627, -0.361, -0.370, -1.312, 0.370, 0.334, 0.297, 0.345, 0.238, 0.226, 0.480, 0.270, 0.463, -0.160, 0.461, 0.106, 0.407, 0.004, 0.326, 0.322, 0.297, 0.397, 0.307], "de_lowest_kj_mol": 359.1, "e_tot_ha": -4760.56985, "homo_lumo_gap_ev": 6.7, "fmax_ha_per_bohr": 0.011}

- What is the formula in the second record?
  C38H57CdGeN4OPS